This record from the OMol25 dataset describes a structure of composition C3H4CoO4 at a distorted geometry. The level of theory is wB97M-V/def2-TZVPD.

Summary:
LUMO level (spin up / spin down) = -0.2443 / -0.2514 Eh
orbital gap (spin up / spin down) = 5.16 / 8.27 eV
highest occupied orbital energy (spin up / spin down) = -0.4339 / -0.5553 hartree
DFT total energy = -1799.9721 Ha
F_max = 2.93 eV/A

```
! wB97M-V def2-TZVPD RIJCOSX def2/J DEFGRID3
* xyz 1 5
O 1.050 0.324 0.928
C -0.359 0.173 -0.323
C 2.024 -0.567 0.407
O -0.946 1.198 -0.821
O 0.233 -0.725 -1.161
C 1.310 -1.386 -0.617
H 2.438 -1.212 1.199
H 2.827 0.039 -0.049
H 1.811 -2.066 -1.305
Co -2.471 0.808 0.153
O -1.111 -0.362 0.715
H -0.045 -0.314 1.531
*
```

Mulliken atomic charge list, values in e, 4 entries: -0.6307, 1.5612, -0.1033, -0.7715